A 6-piece molecular cluster, C41H35BrF5NO2 overall, computed with ωB97M-V with the def2-TZVPD basis set.

CARTESIAN COORDINATES (ANGSTROEM)
C1 -5.833 0.245 -1.821
C2 -5.562 -0.307 -0.409
C3 -5.301 -1.836 -0.350
Br1 -6.756 -2.668 0.688
C4 -3.941 -2.182 0.226
C5 -3.731 -2.883 1.412
C6 -2.446 -3.134 1.907
C7 -1.314 -2.694 1.239
C8 -1.517 -2.002 0.062
C9 -2.791 -1.762 -0.434
C10 -2.615 -1.029 -1.726
O1 -3.356 -0.982 -2.665
N1 -1.270 -0.519 -1.738
C11 -0.532 -1.368 -0.859
O2 0.646 -1.585 -0.933
H1 -5.030 0.924 -2.113
H2 -5.814 -0.548 -2.564
H3 -6.761 0.805 -1.871
H4 -6.425 -0.090 0.215
H5 -4.711 0.186 0.062
H6 -5.421 -2.284 -1.333
H7 -4.578 -3.228 1.983
H8 -2.332 -3.683 2.832
H9 -0.317 -2.870 1.619
H10 -1.163 0.481 -1.608
F1 -8.207 -0.392 -3.638
C12 -8.394 -1.401 -4.514
C13 -7.591 -1.464 -5.635
C14 -7.784 -2.507 -6.529
C15 -8.767 -3.459 -6.295
C16 -9.561 -3.370 -5.160
C17 -9.376 -2.336 -4.254
H11 -6.834 -0.709 -5.797
H12 -7.161 -2.576 -7.411
H13 -8.914 -4.268 -6.997
H14 -10.329 -4.109 -4.976
H15 -9.977 -2.250 -3.359
F2 2.463 0.009 4.611
C18 3.087 -0.533 3.544
C19 4.434 -0.814 3.632
C20 5.069 -1.367 2.528
C21 4.356 -1.622 1.363
C22 3.001 -1.326 1.298
C23 2.356 -0.779 2.399
H16 4.971 -0.597 4.546
H17 6.125 -1.593 2.579
H18 4.858 -2.048 0.505
H19 2.440 -1.515 0.394
H20 1.300 -0.539 2.374
F3 7.386 0.088 4.215
C24 8.515 -0.537 4.615
C25 9.683 0.190 4.706
C26 10.836 -0.461 5.119
C27 10.807 -1.815 5.426
C28 9.617 -2.522 5.323
C29 8.454 -1.883 4.917
H21 9.683 1.243 4.456
H22 11.762 0.093 5.201
H23 11.710 -2.317 5.746
H24 9.591 -3.577 5.559
H25 7.514 -2.413 4.836
F4 -1.075 2.449 -1.655
C30 -1.180 2.938 -2.923
C31 -2.074 3.960 -3.160
C32 -2.177 4.453 -4.453
C33 -1.399 3.919 -5.471
C34 -0.511 2.887 -5.198
C35 -0.392 2.387 -3.910
H26 -2.672 4.355 -2.351
H27 -2.868 5.259 -4.663
H28 -1.486 4.306 -6.477
H29 0.092 2.466 -5.991
H30 0.294 1.585 -3.672
F5 2.677 6.370 1.945
C36 3.300 5.242 2.347
C37 4.389 5.347 3.188
C38 5.024 4.183 3.599
C39 4.570 2.945 3.165
C40 3.474 2.869 2.317
C41 2.826 4.024 1.902
H31 4.728 6.323 3.510
H32 5.876 4.245 4.263
H33 5.069 2.040 3.486
H34 3.122 1.905 1.975
H35 1.967 3.989 1.246

Properties
SMILES   CC[C@H](Br)c1cccc2c1C(=O)NC2=O.Fc1ccccc1.Fc1ccccc1.Fc1ccccc1.Fc1ccccc1.Fc1ccccc1
Kohn-Sham gap   8.731 eV
Highest occupied orbital energy   -0.3324 hartree

One molecule with the formula C3H6O2 at a distorted geometry, computed with ωB97M-V with the def2-TZVPD basis set.

CARTESIAN COORDINATES (ANGSTROEM)
C1 -0.364 0.324 -1.037
C2 -0.150 -0.430 0.327
C3 1.133 -0.402 0.947
H1 -1.694 1.333 -0.384
H2 0.364 1.147 -1.044
H3 -0.104 -0.538 -1.641
H4 -0.787 -1.275 0.378
H5 1.399 -1.283 1.577
H6 1.892 0.104 0.431
O1 -1.746 0.704 -1.073
O2 0.056 0.316 1.520

Properties
SMILES   OC[C@H]1CO1
Kohn-Sham gap   11.142 eV
Highest occupied orbital energy   -0.3708 hartree

C31H42BrN3P2Zn as an isolated structure at a distorted geometry, computed with ωB97M-V with the def2-TZVPD basis set.

CARTESIAN COORDINATES (ANGSTROEM)
C1 -2.477 -2.286 -4.564
C2 -3.371 -1.490 -3.807
C3 -4.689 -1.405 -4.300
C4 -5.026 -2.046 -5.505
N1 -4.165 -2.801 -6.185
C5 -2.908 -2.905 -5.751
C6 -2.887 -0.702 -2.680
C7 -1.741 -0.311 -2.190
C8 -0.343 -0.020 -2.397
C9 0.580 -0.375 -1.392
C10 1.600 0.513 -1.070
C11 1.866 1.619 -1.892
C12 1.090 1.820 -3.062
C13 0.003 0.995 -3.328
Zn1 -2.920 0.526 -0.916
P1 0.425 -0.926 2.333
H1 -5.444 -0.849 -3.751
H2 -1.458 -2.417 -4.204
H3 -6.035 -1.989 -5.927
H4 -2.217 -3.522 -6.323
H5 -0.691 1.204 -4.151
H6 0.398 -1.250 -0.763
H7 1.295 2.674 -3.718
H8 2.179 0.360 -0.167
C14 1.120 -0.177 3.885
C15 0.437 -0.454 5.224
H9 1.120 0.909 3.685
H10 2.177 -0.493 3.921
H11 1.032 0.013 6.020
H12 -0.572 -0.023 5.273
H13 0.374 -1.525 5.452
C16 -1.238 -1.549 2.854
C17 -1.879 -2.486 1.825
H14 -1.882 -0.671 2.996
H15 -1.115 -2.034 3.829
H16 -2.967 -2.514 1.975
H17 -1.692 -2.160 0.792
H18 -1.505 -3.510 1.937
C18 1.354 -2.518 2.208
C19 1.414 -3.395 3.453
H19 2.369 -2.258 1.876
H20 0.883 -3.071 1.382
H21 1.978 -4.302 3.208
H22 1.928 -2.906 4.289
H23 0.423 -3.718 3.792
Br1 3.148 2.806 -1.342
P2 -2.331 2.853 0.324
C20 -2.159 1.403 1.521
C21 -2.412 1.833 2.980
H24 -1.149 0.983 1.398
H25 -2.919 0.639 1.243
H26 -2.363 0.973 3.658
H27 -1.673 2.557 3.334
H28 -3.406 2.284 3.092
C22 -0.763 3.650 0.973
C23 -0.468 5.086 0.524
H29 0.056 2.969 0.674
H30 -0.789 3.648 2.069
H31 0.586 5.323 0.727
H32 -0.628 5.255 -0.543
H33 -1.107 5.795 1.066
C24 -1.794 3.120 -1.457
C25 -2.999 3.200 -2.389
H34 -1.101 2.312 -1.711
H35 -1.231 4.058 -1.569
H36 -2.735 2.761 -3.354
H37 -3.860 2.668 -1.970
H38 -3.253 4.257 -2.538
N2 6.684 -3.264 2.738
C26 6.353 -2.600 1.833
C27 5.924 -1.778 0.727
C28 6.667 -1.693 -0.460
C29 6.161 -0.958 -1.521
C30 4.910 -0.338 -1.355
N3 4.237 -0.394 -0.217
C31 4.711 -1.074 0.818
H39 7.633 -2.204 -0.528
H40 6.681 -0.850 -2.473
H41 4.452 0.216 -2.179
H42 4.117 -1.072 1.739

Properties
Kohn-Sham gap (spin up / spin down)   3.931 / 3.929 eV
Highest occupied orbital energy (spin up / spin down)   -0.4859 / -0.4859 hartree
Total charge   +2

One molecule with the formula C4H8OS2 at a distorted geometry, computed with ωB97M-V with the def2-TZVPD basis set.

CARTESIAN COORDINATES (ANGSTROEM)
C1 0.100 -1.374 0.610
C2 -0.898 -0.198 0.437
C3 -0.151 1.078 0.498
C4 0.694 1.349 -0.693
H1 2.125 -0.755 -0.513
H2 0.727 -1.283 1.492
H3 -0.483 -2.255 0.775
H4 -1.518 -0.244 1.327
H5 -1.418 -0.476 -1.929
H6 0.456 1.197 1.416
H7 -0.878 1.874 0.443
H8 0.507 0.795 -1.567
O1 1.640 2.128 -0.633
S1 1.261 -1.731 -0.778
S2 -2.166 -0.104 -0.886

Properties
SMILES   O=CC[C@@H](S)CS
Kohn-Sham gap   10.036 eV
Highest occupied orbital energy   -0.3467 hartree

A 2-piece molecular cluster, CH7N5O overall at a distorted geometry, computed with ωB97M-V with the def2-TZVPD basis set.

CARTESIAN COORDINATES (ANGSTROEM)
N1 -0.907 -0.141 0.953
C1 -0.440 0.200 -0.338
N2 -0.522 -1.383 1.499
N3 -1.098 1.313 -0.866
O1 0.000 -0.691 -1.135
H1 -1.890 0.048 1.100
H2 0.361 -1.272 1.988
H3 -0.397 -2.065 0.753
H4 -0.873 1.508 -1.829
H5 -1.254 2.095 -0.248
N4 2.196 0.610 -0.030
N5 2.417 -0.293 -0.760
H6 1.381 -0.689 -1.170
H7 1.026 0.761 0.083

Properties
SMILES   [H]/N=N\[H].NNC(N)=O
Kohn-Sham gap   9.090 eV
Highest occupied orbital energy   -0.3117 hartree

An isolated ion of composition C4H4NO2S and charge -1 at a distorted geometry, computed with ωB97M-V with the def2-TZVPD basis set.

CARTESIAN COORDINATES (ANGSTROEM)
C1 -1.849 -0.597 -0.068
C2 -0.996 0.431 -0.051
C3 -1.783 1.628 -0.054
C4 0.488 0.392 0.145
N1 -3.296 -0.141 -0.142
O1 -1.461 2.820 0.048
O2 -3.102 1.221 -0.136
S1 -4.596 -1.027 0.337
H1 -1.615 -1.590 -0.396
H2 0.897 -0.631 0.159
H3 0.945 0.942 1.038
H4 1.188 0.704 -0.679

Properties
SMILES   Cc1cn([S-])oc1=O
Kohn-Sham gap   6.067 eV
Highest occupied orbital energy   -0.0890 hartree
Total charge   -1

A 5-piece molecular cluster, C10H32N2O6 overall at a distorted geometry, computed with ωB97M-V with the def2-TZVPD basis set.

CARTESIAN COORDINATES (ANGSTROEM)
C1 -27.848 3.633 22.212
C2 -27.097 2.836 21.154
C3 -27.915 2.526 19.909
O1 -29.253 2.130 20.185
C4 -29.871 1.403 19.164
N1 -25.803 3.381 20.843
H1 -27.138 4.135 22.872
H2 -28.477 3.066 22.901
H3 -28.561 4.355 21.804
H4 -26.929 1.818 21.531
H5 -27.458 1.823 19.208
H6 -27.946 3.460 19.319
H7 -30.291 2.095 18.418
H8 -30.743 0.917 19.604
H9 -29.305 0.657 18.597
H10 -25.866 4.225 20.247
H11 -25.176 2.757 20.345
C5 -25.432 4.866 16.050
C6 -25.068 6.144 16.761
C7 -24.765 5.949 18.266
O2 -25.889 5.598 19.068
C8 -26.885 6.596 19.134
N2 -23.807 6.679 16.197
H12 -25.929 5.116 15.112
H13 -26.096 4.185 16.592
H14 -24.599 4.189 15.842
H15 -25.811 6.935 16.668
H16 -24.224 6.822 18.642
H17 -24.084 5.100 18.383
H18 -27.490 6.634 18.227
H19 -26.555 7.572 19.502
H20 -27.551 6.272 19.943
H21 -23.532 7.575 16.569
H22 -23.059 6.011 16.327
C9 -23.144 5.613 22.178
C10 -23.121 4.747 23.436
O3 -24.287 3.980 23.654
O4 -23.261 4.783 21.038
H23 -22.201 6.157 22.194
H24 -24.020 6.274 22.218
H25 -22.988 5.425 24.296
H26 -22.160 4.230 23.531
H27 -24.935 4.138 22.949
H28 -23.952 4.138 21.258
O5 -20.664 7.774 20.544
H29 -20.753 7.938 19.599
H30 -20.771 6.821 20.636
O6 -23.663 1.122 22.751
H31 -23.850 1.922 23.265
H32 -23.402 0.464 23.403

Properties
SMILES   COC[C@H](C)N.COC[C@H](C)N.OCCO.O.O
Kohn-Sham gap   9.799 eV
Highest occupied orbital energy   -0.3400 hartree

A 2-piece molecular cluster, CH4N2O2 overall at a distorted geometry, computed with ωB97M-V with the def2-TZVPD basis set.

CARTESIAN COORDINATES (ANGSTROEM)
C1 0.796 -1.003 0.640
N1 -0.420 0.363 -1.216
N2 -1.267 1.087 -0.626
O1 -0.361 -1.004 1.129
O2 -0.923 1.498 0.552
H1 0.933 -1.531 -0.272
H2 -0.610 -0.072 -2.230
H3 1.681 -0.668 1.228
H4 0.171 1.331 0.795

Properties
SMILES   [H]/N=N/O.C=O
Kohn-Sham gap   10.404 eV
Highest occupied orbital energy   -0.3626 hartree

C42H50AsMoN2S4 as an isolated structure at a distorted geometry, computed with ωB97M-V with the def2-TZVPD basis set.

CARTESIAN COORDINATES (ANGSTROEM)
Mo1 -0.642 -0.054 -1.387
S1 0.951 3.208 -2.837
S2 -2.151 3.956 -4.466
S3 -2.442 2.346 -3.346
S4 -0.898 2.008 -1.905
C1 -3.302 2.621 0.286
C2 -2.589 3.981 0.344
C3 -2.939 4.893 -0.832
C4 -1.093 3.958 0.682
C5 -0.821 4.134 2.035
C6 0.451 4.401 2.502
C7 1.449 4.600 1.572
C8 1.257 4.435 0.198
C9 2.393 5.042 -0.637
C10 1.886 6.099 -1.625
C11 3.459 4.088 -1.222
C12 -0.008 3.953 -0.239
N1 -0.286 3.556 -1.571
H1 -3.285 2.194 -0.715
H2 -4.350 2.749 0.570
H3 -2.838 1.915 0.977
H4 -3.012 4.481 1.220
H5 -2.537 4.566 -1.786
H6 -2.563 5.902 -0.648
H7 -4.027 4.950 -0.928
H8 -1.651 4.097 2.733
H9 0.644 4.538 3.559
H10 2.423 4.938 1.908
H11 2.934 5.624 0.113
H12 1.278 5.669 -2.418
H13 2.740 6.605 -2.085
H14 1.291 6.850 -1.098
H15 3.469 4.113 -2.309
H16 3.277 3.056 -0.928
H17 4.452 4.375 -0.861
C13 -1.334 1.306 5.412
C14 -0.272 1.800 4.671
C15 -0.013 1.304 3.400
C16 -0.811 0.298 2.874
C17 -1.880 -0.195 3.617
C18 -2.146 0.313 4.879
As1 -0.431 -0.442 1.115
C19 -0.790 -2.313 1.507
C20 -2.035 -2.800 1.124
C21 -2.364 -4.130 1.344
C22 -1.440 -4.986 1.924
C23 -0.192 -4.509 2.293
C24 0.130 -3.173 2.093
C25 1.505 -0.279 0.999
C26 1.900 0.176 -0.260
C27 3.240 0.252 -0.599
C28 4.203 -0.119 0.333
C29 3.821 -0.546 1.597
C30 2.472 -0.631 1.929
H18 -1.533 1.697 6.402
H19 0.358 2.581 5.078
H20 0.808 1.711 2.821
H21 -2.501 -0.986 3.215
H22 -2.981 -0.073 5.450
H23 -2.739 -2.141 0.629
H24 -3.335 -4.502 1.040
H25 -1.685 -6.031 2.070
H26 0.541 -5.179 2.725
H27 1.113 -2.818 2.368
H28 1.216 0.681 -0.980
H29 3.522 0.625 -1.575
H30 5.254 -0.054 0.079
H31 4.574 -0.809 2.330
H32 2.180 -0.948 2.924
C31 3.641 -3.916 -0.197
C32 2.217 -4.152 -0.631
C33 1.684 -5.438 -0.641
C34 0.369 -5.641 -1.052
C35 -0.241 -7.018 -1.032
C36 -0.405 -4.559 -1.445
C37 0.100 -3.247 -1.459
C38 1.432 -3.087 -1.040
N2 -0.664 -2.131 -1.725
C39 -1.465 -1.945 -2.944
C40 -0.640 -1.001 -3.855
C41 -2.708 -1.174 -2.480
C42 -1.887 -3.162 -3.770
H33 3.949 -4.647 0.553
H34 3.760 -2.916 0.224
H35 4.329 -4.001 -1.042
H36 2.287 -6.279 -0.313
H37 0.402 -7.726 -0.506
H38 -0.397 -7.396 -2.045
H39 -1.213 -7.008 -0.534
H40 -1.450 -4.739 -1.671
H41 1.859 -2.091 -1.038
H42 0.066 -0.341 -3.270
H43 -1.226 -0.372 -4.523
H44 0.089 -1.586 -4.423
H45 -2.539 -0.632 -1.498
H46 -3.472 -1.877 -2.134
H47 -3.132 -0.490 -3.212
H48 -1.030 -3.759 -4.083
H49 -2.397 -2.797 -4.666
H50 -2.587 -3.798 -3.230

Properties
Kohn-Sham gap   5.694 eV
Highest occupied orbital energy   -0.1237 hartree
Total charge   -1

C16H16FeN7O5S as an isolated structure at a distorted geometry, computed with ωB97M-V with the def2-TZVPD basis set.

CARTESIAN COORDINATES (ANGSTROEM)
Fe1 0.651 0.758 -0.707
C1 5.150 1.195 2.842
C2 4.651 -0.138 2.287
N1 3.217 -0.333 2.457
C3 2.270 0.243 1.719
S1 2.728 1.218 0.318
N2 1.011 0.084 2.074
N3 0.143 0.551 1.189
C4 -1.071 0.829 1.579
C5 -1.547 0.493 2.951
C6 -1.895 1.507 0.615
C7 -3.234 1.849 0.847
C8 -3.960 2.479 -0.141
C9 -3.343 2.794 -1.348
C10 -2.008 2.459 -1.499
N4 -1.310 1.834 -0.564
H1 6.230 1.265 2.707
H2 4.676 2.024 2.321
H3 4.931 1.279 3.908
H4 4.883 -0.204 1.225
H5 5.148 -0.961 2.799
H6 2.891 -0.893 3.228
H7 -0.785 -0.081 3.467
H8 -1.754 1.399 3.526
H9 -2.467 -0.095 2.901
H10 -3.685 1.608 1.799
H11 -4.998 2.737 0.017
H12 -3.877 3.299 -2.139
H13 -1.470 2.695 -2.411
O1 -0.312 -4.931 -2.530
C11 -1.472 -4.322 -2.626
O2 -2.470 -4.855 -3.051
C12 -1.522 -2.902 -2.175
C13 -2.656 -2.124 -2.231
N5 -2.324 -0.914 -1.750
N6 -1.037 -0.855 -1.387
C14 -0.533 -2.045 -1.642
C15 0.912 -2.260 -1.291
O3 1.421 -3.362 -1.519
O4 1.477 -1.258 -0.763
H14 0.396 -4.350 -2.114
H15 -3.645 -2.386 -2.569
H16 -2.907 -0.100 -1.660
O5 1.349 1.911 -4.676
C16 1.167 1.592 -3.561
N7 0.980 1.267 -2.422

Properties
Kohn-Sham gap (spin up / spin down)   7.195 / 6.675 eV
Highest occupied orbital energy (spin up / spin down)   -0.3157 / -0.3169 hartree
Multiplicity   6
Expectation value of S²   8.7704

no.,E_tot (eV)
1,-132299.9388
2,-7301.0225
3,-174313.6462
4,-27994.8105
5,-10645.7455
6,-20631.7822
7,-26152.1819
8,-8172.3902
9,-153378.1348
10,-82744.3687